# 1
C41H48B2CdF4N9O5S | ωB97M-V with the def2-TZVPD basis set

Computed properties:
- E_HOMO: -10.29 eV
- LUMO level: -2.79 eV
- 2S+1: 1
- Electronic energy: -3475.19486 Ha
- Frontier orbital gap: 7.503 eV
- Total charge: +1

XYZ file:
```
111
Properties=species:S:1:pos:R:3:forces:R:3:lowdin_charge:R:1
Cd -0.694868 1.041475 0.841326 -0.1 -0.3 -0.4 1.358
C -4.196194 3.792790 0.642323 -1.1 0.5 -0.5 -0.004
C -2.831766 3.393318 0.980273 1.1 -0.1 -0.3 -0.286
N -1.890803 3.135974 0.125613 -0.6 -0.5 0.5 0.032
O -2.298038 3.040656 -1.151933 0.4 1.2 0.0 0.004
B -1.176810 3.094157 -2.165076 -0.8 -1.5 -0.1 -1.120
F -1.891242 2.955401 -3.361410 0.2 0.2 0.0 0.133
F -0.320499 4.141748 -2.133681 -0.2 0.7 0.5 0.199
O -0.422756 1.795630 -2.105957 -0.6 -0.5 -0.2 -0.064
N 0.378507 1.281539 -1.120090 0.9 0.9 -0.4 -0.008
C 1.614833 1.600576 -1.295679 0.8 -1.0 1.2 -0.238
C 2.065312 2.584283 -2.335454 0.9 -1.5 0.1 0.028
C 2.662045 0.744353 -0.515902 -0.3 1.0 -0.3 -0.126
N 1.347060 2.694620 1.334736 0.6 -0.1 0.4 0.134
O 1.172546 1.633484 2.376057 0.7 0.0 -0.1 -0.116
B 0.010702 2.558809 4.297480 -0.2 0.7 -0.6 -0.851
F 0.718199 2.097044 5.288056 0.0 -0.5 0.4 0.301
F 0.369439 3.782970 3.835087 -0.5 -0.6 0.0 0.217
O -1.150261 1.911145 3.881550 0.3 1.1 -0.5 0.094
N -1.493552 2.303155 2.536729 -0.6 0.0 0.9 -0.006
C -2.494640 3.105993 2.388293 0.8 -0.3 0.3 -0.235
C -3.352015 3.619140 3.504987 1.9 0.1 -0.2 0.043
C 3.318785 -0.156504 -1.518936 1.0 -0.2 0.1 -0.016
H -4.243712 3.920652 -0.427194 -0.1 0.2 -0.3 0.084
H -4.572736 4.725702 1.113655 0.5 -0.6 -0.1 0.108
H -4.899353 2.996406 0.869619 -0.2 -0.2 0.2 0.100
H 3.126116 2.451571 -2.567021 -0.1 0.4 0.5 0.091
H 1.802252 3.563445 -2.003917 0.0 0.7 0.1 0.088
H 1.564152 2.392666 -3.261021 -0.6 0.0 -0.5 0.097
H -3.695881 2.726297 3.986319 -0.7 -0.3 0.6 0.103
H -4.114957 4.270298 3.131052 -0.4 0.1 0.1 0.074
H -2.681090 4.161533 4.200089 -0.5 -0.2 -0.2 0.115
H 2.533309 -0.712357 -2.028130 0.2 -0.2 -0.3 0.088
H 4.082464 -0.829501 -1.087126 -0.7 0.2 -0.1 0.085
H 3.909337 0.435614 -2.245625 -0.6 -0.1 0.1 0.099
C 3.539049 -4.976315 3.250664 -0.9 0.8 -1.1 -0.021
C 4.357093 -4.918248 1.974229 -0.1 0.1 0.9 -0.210
C 5.640331 -5.424305 2.013758 1.3 -0.2 -1.2 -0.046
C 6.460608 -5.420898 0.872208 0.6 -1.0 0.5 -0.068
C 5.970321 -4.885905 -0.311530 1.2 -0.1 0.1 -0.093
C 4.758950 -4.237801 -0.324792 -1.2 -0.2 -0.5 -0.031
C 3.925896 -4.322387 0.791780 0.7 1.4 0.0 -0.226
N 2.736413 -3.538796 0.794860 -0.9 -0.4 0.4 0.126
C 2.660133 -2.191330 1.146270 -2.0 -1.1 -0.5 -0.336
N 3.853856 -1.532864 1.101582 -1.7 2.2 -0.2 0.151
C 3.909908 -0.165954 1.434376 1.0 0.8 1.3 -0.142
C 3.000160 0.786186 0.788956 -2.0 1.0 -0.4 -0.054
C 2.460255 1.886773 1.724416 0.7 -0.9 -0.9 -0.357
C 3.569494 2.503522 2.510385 -0.2 -1.3 -0.6 0.022
C 4.665799 1.784065 2.751042 -0.1 -1.0 0.2 0.010
C 4.774814 0.336575 2.364275 0.1 0.3 -0.3 -0.155
C 5.874355 -0.446949 3.051489 -0.1 -1.0 -0.9 -0.029
N 1.514116 -1.612291 1.391425 2.2 0.5 0.1 0.146
C 0.332251 -2.314920 1.228813 -0.1 -0.2 0.2 -0.303
C 0.027880 -2.862356 -0.029749 -0.5 0.4 0.6 -0.081
C -1.162824 -3.543626 -0.216890 -0.2 0.1 0.9 -0.094
C -2.080304 -3.645065 0.866260 1.3 0.3 -1.6 -0.077
C -1.724470 -3.102331 2.093186 -1.3 -0.1 0.0 -0.079
C -0.548774 -2.419531 2.324113 1.0 -0.2 0.0 -0.215
C -0.217509 -1.799280 3.691992 -1.0 -1.4 -1.2 -0.007
H 4.097426 -5.468180 3.993804 0.9 -0.2 1.1 0.058
H 2.686607 -5.630240 3.134574 -0.5 -0.1 -0.3 0.082
H 3.137080 -4.001882 3.606050 0.5 -0.5 -0.2 0.090
H 6.099038 -5.802994 2.905029 -0.3 -0.2 0.5 0.108
H 7.494499 -5.914522 0.916597 -1.7 0.9 -0.1 0.136
H 6.614247 -4.943680 -1.177099 -0.1 0.2 -0.2 0.105
H 4.366977 -3.725835 -1.223927 0.4 -0.4 0.6 0.126
H 1.899346 -4.072840 1.045902 0.3 0.5 -0.2 0.146
H 4.628178 -2.044846 1.346321 2.1 -1.5 0.5 0.095
H 1.425487 3.529803 1.916924 -0.3 0.3 -0.2 0.109
H 3.509748 3.522125 2.754182 -0.2 1.2 0.6 0.107
H 5.440182 2.215522 3.394319 -0.1 -0.2 -0.5 0.129
H 6.852413 -0.003828 2.931218 0.1 0.8 0.3 0.083
H 6.111344 -1.430207 2.588884 -0.7 0.3 0.3 0.081
H 5.651208 -0.598725 4.099918 0.1 0.0 0.3 0.089
H 0.726873 -2.657808 -0.830231 0.1 -0.3 -0.1 0.113
H -1.323688 -3.979175 -1.192381 -0.5 -0.1 0.0 0.100
H -3.050597 -4.046655 0.631199 -0.2 -0.3 0.5 0.103
H -2.476442 -3.129446 2.873258 0.1 -0.1 0.2 0.116
H -1.011079 -2.058929 4.386281 0.2 -0.4 0.3 0.083
H -0.335083 -0.767150 3.569002 0.2 1.9 0.0 0.030
H 0.772165 -2.008256 4.069530 0.2 -0.2 0.0 0.076
C -0.943384 -0.869261 -5.562329 0.8 -1.1 0.5 -0.092
C -0.889163 -0.425251 -4.087303 1.0 0.6 -0.5 -0.229
C -1.913454 -1.186168 -3.261722 0.5 -0.8 -1.4 -0.180
N -2.023908 -0.828965 -1.907491 0.3 0.8 0.7 0.025
C -2.920006 -0.101451 -1.313111 -1.2 -0.1 1.0 -0.673
S -2.932426 -0.129107 0.413088 0.1 0.4 0.2 0.676
N -3.900882 0.509487 -2.086652 1.5 -0.9 0.6 0.145
C -5.159529 0.932961 -1.706201 0.0 1.0 -0.3 -0.410
O -5.584610 0.710488 -0.608305 -0.7 -0.2 0.2 0.072
C -5.872588 1.744238 -2.779714 0.1 0.1 0.8 -0.125
C -7.234695 1.924493 -2.583459 -0.6 -0.5 1.1 -0.040
C -7.997623 2.776940 -3.349501 -1.5 -0.1 0.6 -0.078
C -7.418818 3.515490 -4.364890 0.9 -1.0 0.8 -0.058
C -6.040391 3.371632 -4.522495 -0.2 -0.8 0.1 -0.052
C -5.236654 2.495450 -3.769840 -1.6 0.4 0.3 0.001
H -0.205377 -0.374775 -6.203581 -0.6 0.6 0.1 0.078
H -1.969539 -0.843464 -5.911635 0.0 0.3 -0.5 0.072
H -0.609213 -1.917681 -5.679440 -0.4 0.1 0.4 0.078
H -1.157678 0.632306 -3.992561 0.1 -0.1 -0.2 0.091
H 0.168564 -0.466910 -3.730532 -0.8 -0.3 0.1 0.114
H -1.702151 -2.272174 -3.193651 -0.3 0.4 -0.7 0.142
H -2.850459 -0.957864 -3.758809 -0.4 -0.6 0.0 0.129
H -1.363311 -1.272858 -1.294707 0.2 -0.1 0.5 0.077
H -3.489144 1.006330 -2.828698 0.4 0.5 -1.5 0.101
H -7.739728 1.442887 -1.724695 0.6 0.1 -0.6 0.130
H -9.072752 2.835219 -3.053616 1.0 0.2 -0.7 0.125
H -7.991294 4.155109 -4.999075 -0.2 0.4 -0.3 0.104
H -5.641073 3.908822 -5.329259 1.0 0.8 -0.8 0.090
H -4.176307 2.511779 -3.841334 0.7 0.1 -0.5 0.086
```
Forces are in eV/Å.


# 2
C41H48N15NaO2Te | ωB97M-V with the def2-TZVPD basis set

Computed properties:
- E_HOMO: 0.06 eV
- LUMO level: 3.38 eV
- 2S+1: 1
- Electronic energy: -2993.33738 Ha
- Frontier orbital gap: 3.325 eV
- Total charge: -2

XYZ file:
```
108
Properties=species:S:1:pos:R:3:forces:R:3:lowdin_charge:R:1
Na -0.912161 0.290237 0.162802 0.0 0.2 0.0 0.190
O -3.343654 0.832086 3.397120 0.2 0.1 -0.1 -0.099
C -2.480595 1.517904 2.764719 -0.2 0.1 -0.1 -0.568
N -2.547313 2.126376 1.615550 -0.2 -0.7 0.3 -0.123
C -3.734957 2.200193 0.812390 0.0 0.0 -0.1 -0.272
C -3.302097 2.373228 -0.664016 0.5 0.2 0.2 -0.620
C -4.264271 3.215185 -1.436690 -0.1 -0.1 -0.1 -0.151
C -4.860951 2.753202 -2.556865 0.1 -0.4 0.2 -0.177
C -4.553963 1.438703 -3.054156 0.0 0.1 -0.2 -0.183
C -3.593324 0.710650 -2.354315 -0.1 0.2 0.2 -0.281
N -2.977599 1.079351 -1.244656 0.0 -0.5 -0.1 -0.045
C -1.109833 1.787723 3.363714 0.0 0.0 -0.1 -0.217
C -0.975951 2.201173 4.683683 0.0 -0.1 0.1 -0.024
C 0.273498 2.589932 5.139819 0.0 0.0 -0.1 -0.087
C 1.351023 2.542505 4.267445 0.0 -0.1 0.0 -0.070
C 1.128172 2.086042 2.976255 -0.1 0.0 0.0 -0.128
N -0.067691 1.716322 2.526716 0.1 -0.2 0.1 0.116
H -4.333354 3.072714 1.111803 0.0 0.0 0.0 0.110
H -4.388673 1.317497 0.902302 0.0 0.1 -0.1 0.103
H -4.470068 4.211047 -1.056825 0.0 0.0 0.0 0.086
H -5.565854 3.377770 -3.098341 0.0 0.1 0.0 0.080
H -5.015668 1.041622 -3.949703 0.1 0.0 0.0 0.039
H -3.293101 -0.270615 -2.739002 -0.1 0.0 0.0 0.081
H -1.850447 2.224233 5.321034 0.0 0.0 0.0 0.107
H 0.406743 2.934088 6.159334 0.0 0.0 0.0 0.092
H 2.345325 2.841082 4.571233 0.0 0.1 0.0 0.096
H 1.943831 2.028156 2.265579 0.0 0.0 0.0 0.091
N -4.177951 -2.324036 1.206312 0.1 -0.1 0.0 0.047
C -3.216747 -1.400421 1.111213 -0.2 0.6 0.3 -0.135
N -2.220468 -1.873988 0.403593 0.5 -0.2 -0.1 0.154
C -2.627296 -3.132929 0.086048 -0.2 0.2 0.2 -0.326
N -3.819013 -3.443334 0.556529 -0.1 -0.3 -0.1 0.107
C -1.839933 -4.108890 -0.680988 -0.2 -0.1 0.1 -0.197
C -2.152476 -5.471254 -0.616145 -0.2 -0.3 0.2 -0.083
N -1.479366 -6.402180 -1.279050 -0.1 0.2 0.1 0.071
C -0.474850 -5.953735 -2.028542 0.0 -0.1 0.0 -0.147
C -0.168016 -4.608658 -2.092328 0.3 0.2 -0.3 -0.135
N -0.841015 -3.676941 -1.426514 0.2 0.0 -0.2 0.162
H -5.079916 -2.250772 1.640734 0.0 0.1 0.1 0.156
H -3.279169 -0.434058 1.610835 -0.1 -0.1 -0.1 0.096
H -2.968436 -5.808150 0.010814 0.0 0.1 0.0 0.104
H 0.089220 -6.702035 -2.571021 0.1 0.1 -0.1 0.096
H 0.659804 -4.261610 -2.703126 0.0 0.0 0.0 0.106
C -0.084355 -1.548613 3.957891 0.2 -0.1 0.0 -0.051
N 0.311168 -2.827464 3.380341 -0.2 0.1 -0.2 -0.148
C -0.784527 -3.788609 3.343116 0.3 0.0 -0.1 -0.058
C 1.204582 -2.773269 2.321015 0.3 -0.1 0.1 -0.381
N 1.605584 -1.652411 1.846003 -0.2 0.0 -0.1 0.182
C 2.860602 -1.601890 1.214752 0.2 0.2 0.1 -0.243
C 3.981677 -2.044465 1.921853 0.0 0.0 -0.1 -0.055
C 5.259426 -2.007426 1.379377 -0.1 -0.1 0.0 -0.124
C 5.424992 -1.526095 0.089296 0.0 0.0 0.0 -0.120
C 4.329228 -1.045419 -0.611674 0.1 -0.1 0.0 -0.049
C 3.035687 -1.037273 -0.069978 0.0 -0.1 -0.1 -0.254
N 1.930602 -0.658585 -0.814930 -0.6 -0.2 0.3 0.146
C 1.943079 0.315617 -1.679454 0.5 0.0 -0.1 -0.374
N 1.073119 0.286904 -2.741072 -0.2 0.1 0.2 -0.127
C 0.238430 -0.890037 -2.911387 0.2 -0.1 0.0 -0.065
C 0.410694 1.518869 -3.184831 0.1 -0.1 -0.1 -0.067
N 2.805753 1.374892 -1.631791 -0.1 0.0 0.1 -0.131
C 3.338024 1.864882 -0.373770 0.1 0.0 -0.1 -0.044
C 3.257251 2.093504 -2.800631 0.0 0.0 0.0 -0.062
N 1.633231 -4.031630 1.886128 -0.1 0.0 0.0 -0.166
C 2.100272 -4.211017 0.529988 -0.1 -0.1 0.0 -0.060
C 2.107935 -5.011859 2.834056 0.0 0.0 -0.1 -0.083
H -0.583629 -1.735087 4.909086 0.0 0.0 0.0 0.088
H -0.763503 -1.002411 3.302871 -0.1 0.1 0.0 0.075
H 0.795426 -0.930788 4.120797 0.0 0.0 0.0 0.085
H -1.681506 -3.334734 2.919021 -0.2 0.1 0.0 0.074
H -1.012071 -4.127449 4.356034 0.0 0.0 0.0 0.083
H -0.513290 -4.646876 2.732229 0.0 0.0 0.0 0.075
H 3.825152 -2.435044 2.922366 0.0 0.1 0.0 0.109
H 6.105404 -2.364213 1.955370 0.0 0.0 0.0 0.085
H 6.404749 -1.524639 -0.375540 0.0 0.0 0.0 0.087
H 4.464413 -0.671484 -1.620719 0.0 0.0 0.0 0.111
H 0.754069 -1.766302 -2.531711 0.0 0.0 0.0 0.052
H 0.019914 -1.013852 -3.975342 -0.1 0.0 0.0 0.089
H -0.706438 -0.799089 -2.364229 0.0 0.0 -0.1 0.071
H 0.754454 2.380096 -2.621188 0.0 0.0 0.0 0.062
H -0.664241 1.433318 -3.017697 0.0 0.0 0.1 0.063
H 0.579661 1.689335 -4.252903 0.0 0.0 0.0 0.094
H 2.843869 1.364611 0.452087 0.0 0.0 0.0 0.075
H 3.137210 2.932383 -0.292562 -0.1 0.0 0.0 0.059
H 4.417471 1.680181 -0.305633 0.0 -0.1 0.0 0.088
H 2.958756 1.571128 -3.706384 0.0 0.0 0.0 0.082
H 4.352334 2.147210 -2.778374 0.0 0.0 0.0 0.084
H 2.870642 3.116437 -2.826800 0.0 0.0 0.0 0.094
H 1.662685 -3.444254 -0.107963 0.0 0.0 0.0 0.080
H 1.769037 -5.192065 0.170198 0.0 0.0 0.0 0.080
H 3.192854 -4.163468 0.446705 0.0 0.0 0.0 0.088
H 1.806778 -4.730549 3.840513 0.0 0.0 0.0 0.084
H 3.204973 -5.080224 2.807992 0.0 0.0 0.0 0.082
H 1.707542 -6.006104 2.602741 0.0 0.0 0.0 0.081
Te -1.238516 3.300386 -0.257471 -0.8 0.7 -0.4 1.444
C -1.072023 4.260111 -2.191686 -0.2 0.1 -0.2 -0.489
C -1.742691 3.799928 -3.330767 0.0 -0.1 0.1 -0.155
C -1.648577 4.463570 -4.550491 0.1 0.0 0.0 -0.110
C -0.865373 5.604272 -4.671570 0.0 0.0 0.1 -0.141
C -0.200576 6.086188 -3.547340 -0.1 0.0 -0.1 -0.125
C -0.316043 5.431182 -2.326780 0.0 -0.1 0.1 -0.161
H -2.353012 2.904945 -3.272355 0.0 0.1 -0.1 0.066
H -2.189588 4.084702 -5.411976 0.0 0.0 0.0 0.089
H -0.773756 6.116956 -5.623650 0.0 0.0 0.0 0.077
H 0.403505 6.985123 -3.628362 0.0 0.0 0.1 0.083
H 0.204876 5.807121 -1.454865 0.0 0.0 0.0 0.061
O 2.691694 5.474839 1.599537 -0.3 -0.3 -0.2 -0.099
C 1.951680 4.869573 0.834189 0.1 0.1 -0.1 -0.623
N 1.251825 4.280979 0.073081 1.2 0.5 0.4 -0.084
```
Forces are in eV/Å.